ORCA calculation (the ωB97M-V functional and the def2-TZVPD basis) on a molecular structure, C20H16I2N2O3Rh in a non-equilibrium geometry.

Geometry as XYZ:
```
44
Properties=species:S:1:pos:R:3:mulliken_charge:R:1
I -4.7435 -1.9559 -1.6796 0.0951
I -5.7063 -1.1275 4.1759 0.1285
Rh 0.0659 -1.3227 -0.7336 0.3501
O 0.4656 0.5118 -0.2166 -0.5399
O -0.2337 0.1631 -2.2327 -0.7534
O -1.8032 -1.7293 -0.6069 -0.6913
N 2.1485 -1.7998 -0.7370 -0.0341
N 0.2586 -2.0105 1.1598 -0.2760
C 0.2500 4.6960 -0.7347 -0.6843
C 0.3481 3.3313 -0.5312 -0.2470
C -4.0041 -1.6442 0.2350 -0.3494
C -0.1854 5.1815 -1.9618 -0.3820
C -0.5185 4.3108 -2.9919 -0.6393
C 2.6461 -1.6640 0.4989 0.8126
C -0.6651 -1.2332 2.0361 -0.3082
C -4.8799 -1.5229 1.2987 -0.2869
C 4.8297 -1.3165 -0.3754 -0.2622
C 0.0730 1.0151 -1.3624 1.4527
C 1.6613 -1.8381 1.6323 -0.7290
C -2.1320 -1.4062 1.7446 -0.1445
C -2.6218 -1.5732 0.4407 0.7529
C 3.9878 -1.4122 0.7191 -0.8045
C -3.0218 -1.2821 2.8048 -0.9526
C -0.4250 2.9444 -2.7961 -0.3956
C 0.0065 2.4598 -1.5633 0.3138
C -4.3868 -1.3331 2.5829 -0.3557
C 4.3189 -1.4908 -1.6543 -0.7026
C 2.9681 -1.7191 -1.7966 -0.2369
H -0.4587 -1.5119 3.0717 0.5974
H 0.6847 2.9390 0.4190 0.4165
H -0.3769 -0.1868 1.9112 0.3624
H -0.8496 4.6991 -3.9452 0.4109
H 1.6990 -0.9562 2.2712 0.3763
H -5.9453 -1.5815 1.1252 0.3550
H 2.5073 -1.8479 -2.7667 0.4896
H 4.9525 -1.4346 -2.5271 0.4188
H 4.3623 -1.2947 1.7270 0.4379
H 1.9416 -2.6951 2.2472 0.5460
H 5.8823 -1.1115 -0.2326 0.4336
H -0.0137 -2.9918 1.1746 0.3761
H -2.6421 -1.1395 3.8090 0.4008
H -0.6864 2.2484 -3.5816 0.4329
H -0.2702 6.2492 -2.1155 0.4058
H 0.5123 5.3833 0.0579 0.4095
```

Values from the calculation:
- 2S+1 = 1
- net charge = +1

***

ORCA calculation (the ωB97M-V functional and the def2-TZVPD basis) on a molecular structure, C20H16N3O5PdS.

Geometry as XYZ:
```
46
Properties=species:S:1:pos:R:3:lowdin_spin:R:1
Pd -0.2810 -0.7518 -0.5579 0.8380
S -4.7834 4.8782 0.3149 0.0000
O -5.7663 5.0236 -0.7490 0.0001
O 0.1118 -2.1306 1.2282 0.1460
O 0.1162 0.3324 -2.4853 0.1840
O -3.6288 5.7571 0.2039 0.0002
O -5.3512 4.8090 1.6533 0.0003
N -2.4832 -0.6445 -0.4267 0.0242
N 1.7740 -0.9397 -0.3951 0.1998
N 2.2890 -1.7287 0.5300 0.2066
C -3.0450 0.6821 -0.2608 0.0018
C 3.2212 -3.5466 2.4484 0.0086
C -2.9319 2.8672 0.7191 -0.0005
C 3.5844 1.5064 -2.4620 -0.0123
C -4.0984 3.2371 0.0589 0.0027
C 1.8557 -3.3899 2.2228 0.0033
C 2.4464 0.7365 -2.0337 0.1061
C 2.2418 2.7210 -4.0437 0.0192
C 1.1383 2.0233 -3.7102 0.0370
C 2.6791 -0.1625 -0.9999 -0.0015
C 3.5041 2.4550 -3.4191 0.0761
C 1.3275 -2.3660 1.2746 0.0646
C -4.2058 1.0427 -0.9233 0.0029
C 1.4005 -5.1667 3.7820 0.0000
C -4.7256 2.3222 -0.7688 -0.0003
C 3.6703 -4.5080 3.3404 -0.0004
C 1.1593 0.9739 -2.7050 0.0678
C 0.9486 -4.2020 2.8965 0.0069
C -2.3980 1.5999 0.5570 0.0033
C 2.7619 -5.3199 4.0060 0.0084
H -4.7064 0.3253 -1.5666 0.0001
H 3.6923 -0.2452 -0.6122 -0.0015
H -5.6240 2.6289 -1.2882 -0.0001
H -2.4362 3.5954 1.3483 -0.0001
H 0.1749 2.2136 -4.1643 0.0007
H 4.5313 1.3058 -1.9735 -0.0022
H 3.9153 -2.9087 1.9207 -0.0003
H -2.6184 -1.1873 0.4212 0.0023
H 3.1151 -6.0712 4.7014 0.0005
H -2.9734 -1.1258 -1.1707 0.0019
H 2.1802 3.5025 -4.7915 0.0000
H -1.4758 1.3181 1.0539 0.0006
H 0.6911 -5.7984 4.3015 -0.0002
H 4.3790 3.0205 -3.7095 0.0047
H 4.7320 -4.6233 3.5181 -0.0002
H -0.1083 -4.0607 2.7156 0.0008
```

Values from the calculation:
- 2S+1 = 3
- net charge = -1

***

ORCA calculation (the ωB97M-V functional and the def2-TZVPD basis) on a single C20H16N4O3S molecule in a non-equilibrium geometry.

Geometry as XYZ:
```
44
Properties=species:S:1:pos:R:3:mulliken_charge:R:1
S 1.3234 -3.8495 -0.4614 -0.1878
O 0.3198 1.5610 -3.9338 -0.2999
O 0.7201 1.1289 0.2823 -0.0855
O 3.1235 -0.8819 1.3971 -0.6499
N 0.7918 -1.3013 -0.8966 -0.1263
N -0.4804 -1.8536 -3.1676 -0.1183
N 1.1243 -1.8805 1.8788 -0.0646
N -0.2184 -2.8189 -2.3548 -0.8283
C -0.4819 2.9509 -0.1314 -1.0530
C 0.5979 -2.5275 -1.3402 0.2104
C -1.6004 -0.0100 3.4888 0.5911
C 1.1859 0.1089 3.2949 -0.5598
C 0.1129 2.1708 -5.1082 -0.4953
C -0.9022 -0.9527 2.7488 -0.3147
C -0.8028 0.1604 -5.2638 -0.4386
C -0.1331 -0.5962 -2.9285 0.5383
C 2.6830 -2.9735 0.3786 -0.7156
C -0.6318 2.0743 -1.2199 -0.2133
C 0.3582 2.3209 0.7449 -0.4004
C 0.3069 -0.2888 -1.6004 0.3759
C -3.0958 -0.0724 3.5696 -1.5080
C 0.1340 0.9649 -0.9234 0.0671
C -0.2392 0.3316 -4.0197 0.1939
C -0.8894 0.9957 4.1309 -0.6140
C 2.3210 -1.7736 1.2554 0.5651
C 0.4832 -0.8972 2.6408 0.5991
C -0.5762 1.3619 -5.9637 -0.5186
C 0.4903 1.0479 4.0337 -0.7997
H 0.5293 -2.6425 1.5750 0.2287
H 3.1570 -3.7336 1.0028 0.4143
H -1.4184 1.7371 4.7118 0.3727
H -3.4644 0.5192 4.4037 0.3894
H 2.2578 0.1557 3.2100 0.4631
H 0.7498 2.6160 1.6981 0.6366
H -0.8781 1.5935 -6.9642 0.4605
H -1.2362 2.2271 -2.0894 0.5855
H -3.5361 0.3200 2.6524 0.2788
H -1.3091 -0.7178 -5.6049 0.5563
H -0.9327 3.9147 -0.0138 0.4806
H -3.4342 -1.0996 3.6892 0.3699
H -1.4441 -1.7407 2.2423 0.3704
H 0.5004 3.1647 -5.2166 0.4613
H 3.4006 -2.6434 -0.3727 0.3696
H 1.0339 1.8290 4.5455 0.4134
```

Values from the calculation:
- structure (SMILES) = Cc1cccc(NC(=O)CSc2nnc(-c3ccco3)c(-c3ccco3)n2)c1
- 2S+1 = 1
- net charge = 0

***

| no. | E (eV) |
| --- | --- |
| 1 | -49325.863 |
| 2 | -50023.511 |
| 3 | -43936.196 |